Entry from the Open Molecules 2025 dataset: 40 unconnected molecules or ions with the total composition H80O40 (the ωB97M-V functional and the def2-TZVPD basis).

Results
- E: -83193.4199 eV
- Gap between HOMO and LUMO: 9.5 eV
- Relative energy (zero: lowest compared OMol25 entry of this formula, charge and spin): 285.8 kcal/mol
- E_LUMO: -0.86 eV

Each line ends with the Mulliken charge.
Atoms and positions in Å:
H 1.9694 0.3618 -1.9443  -0.205
H 0.3472 0.4198 -1.9821  -0.151
O 1.1403 -0.0573 -1.7103  0.706
H 3.6726 -0.6404 3.8127  0.353
H 2.5960 -1.4577 3.7380  0.213
O 3.5370 -1.6019 3.7253  -0.703
H 0.3346 2.8629 -4.1032  0.241
H 1.8370 3.3340 -3.9967  0.241
O 1.1379 2.7851 -3.5858  -0.536
H -1.6744 -2.4497 0.8996  0.151
H -1.5238 -3.5018 2.0445  0.050
O -1.0268 -2.9416 1.4289  -0.171
H 0.3906 5.6671 -0.2285  0.287
H -0.6272 4.4936 -0.0656  0.284
O -0.5041 5.3352 -0.5696  -0.560
H 0.6340 -4.3934 4.9336  0.289
O 0.2055 -3.9905 4.1486  -0.546
H -3.0740 -2.1434 -0.8580  -0.292
O -2.3570 -1.9781 -1.5205  -0.141
H -2.3967 -0.5927 -0.0391  0.362
H -1.5884 0.3196 -0.8882  0.085
O -2.2401 0.4060 -0.1643  -0.468
H 4.9306 -3.3082 0.7455  0.391
H 5.8519 -2.8849 -0.2530  0.339
O 5.7980 -3.6158 0.3992  -0.683
H -0.3279 -3.9016 0.2231  0.634
H -0.6201 -3.7017 -1.2637  0.476
O -0.0563 -4.2044 -0.6781  -0.765
H 3.3725 1.2971 1.0961  0.061
H 4.5230 0.6984 2.1385  0.201
O 3.7869 1.2809 1.9341  -0.307
H 5.0770 1.5639 -4.9010  0.302
O 5.2558 2.1035 -4.1129  -0.614
H -3.6973 2.7306 -4.8842  0.286
H -3.3958 1.1444 -4.9430  0.278
O -3.1682 2.0159 -4.5693  -0.560
H 3.7795 -1.6346 -2.0030  0.340
H 5.2238 -1.6120 -2.6612  0.222
O 4.6884 -1.3011 -1.9231  -0.646
H 0.9222 2.4366 -1.9316  0.170
H 1.7854 3.3263 -0.8654  0.094
O 1.1709 2.6112 -0.9906  -0.145
H -1.4409 -1.6870 4.1226  -0.225
H -2.3073 -1.1404 2.9388  0.333
O -1.9265 -1.9292 3.3462  0.068
H 1.3481 2.3070 4.0660  0.165
H 0.9446 0.8032 3.6321  0.202
O 1.6001 1.4665 3.7589  -0.485
H -2.4571 1.1524 1.9262  0.314
H -1.5803 0.8034 3.1534  0.287
O -2.4994 0.9438 2.8896  -0.660
H -3.7153 3.5368 -2.6375  0.314
O -3.4869 4.4438 -2.4898  -0.592
H 0.6418 -1.4817 1.8585  0.039
H -0.5181 -0.5950 1.6317  -0.181
O 0.2352 -0.6002 2.2341  0.474
H 4.6546 4.0479 2.1655  0.322
O 4.1071 3.9143 3.0022  -0.607
H 1.9871 -1.7721 -3.9435  0.261
H 1.4218 -1.7398 -2.5715  0.356
O 2.2178 -2.0483 -3.0562  -0.714
H -4.3919 -0.8669 -4.3764  0.280
H -3.1835 -1.6728 -5.2572  0.252
O -3.5770 -1.3417 -4.4944  -0.518
H -4.9579 -2.1225 -1.3581  0.249
H -5.6263 -1.0069 -0.9151  0.257
O -4.8745 -1.1445 -1.4949  -0.412
H 3.0985 -2.7681 0.1205  0.342
H 3.3360 -2.0202 1.4061  0.238
O 3.5699 -1.9658 0.4562  -0.591
H -0.8349 1.4552 -5.3302  0.255
H 0.3409 0.8390 -4.4042  0.399
O -0.5640 0.8385 -4.6931  -0.586
H -0.0258 -2.4861 -5.3143  0.368
H 0.2268 -1.0547 -5.4510  0.314
O 0.4610 -1.8685 -5.9081  -0.712
H -3.0035 -0.3176 5.5442  0.339
H -3.0486 -1.3299 4.5186  0.358
O -3.3181 -1.1981 5.4826  -0.752
H -4.1222 1.0420 -1.8058  0.266
H -3.7526 1.3441 -0.4062  0.388
O -4.2455 1.7384 -1.1701  -0.721
H 2.3392 5.0350 2.0832  0.280
H 2.0128 3.9104 1.3262  0.295
O 1.8777 4.8736 1.2387  -0.649
H 1.0959 -2.0884 -0.6083  -0.318
H 0.0607 -1.0176 -0.1234  -0.293
O 0.2759 -1.9396 -0.1537  0.996
H -3.0703 5.0457 1.7199  0.281
O -3.4028 5.7761 1.2301  -0.604
H -2.4466 -5.0795 2.7889  0.388
H -2.6438 -3.6439 2.6429  -0.114
O -3.0530 -4.4143 3.1168  -0.663
H -2.6139 4.7432 -2.6839  0.282
H 1.0648 -3.9228 3.6674  0.266
H 4.5180 3.1797 3.4364  0.267
H -2.9091 -2.5429 -2.0961  0.363
H 6.0142 1.7398 -3.6627  0.311
H -3.6339 5.4993 0.3560  0.319
O -5.7655 -2.8144 2.0923  -0.577
H -5.3998 -2.9036 2.9575  0.266
H -6.3098 -2.0882 1.8986  0.275
O -0.3028 -2.2675 -3.0937  -0.805
H -0.7580 -1.4344 -3.2447  0.338
H -0.4975 -2.4914 -2.1697  -0.392
O -0.4970 -0.4985 5.7666  -0.636
H -1.2925 -0.9124 6.2006  0.349
H -0.2200 -1.0912 5.0747  0.257
O -3.8021 -3.4788 0.7563  -0.485
H -4.7335 -3.6648 0.5709  0.251
H -3.4558 -4.3497 0.9534  0.278
O 6.4146 2.0159 -0.9835  -0.671
H 6.2259 2.7860 -1.5231  0.306
H 5.4061 1.9222 -0.9268  0.405
O 0.0887 4.2633 3.6330  -0.655
H 0.6630 4.2002 2.8878  0.358
H 0.5790 4.2840 4.4441  0.283
O 3.8983 1.3362 -1.1021  -0.409
H 4.1565 0.4596 -1.3534  0.405
H 3.6936 1.7745 -1.9248  0.205